# C69H161N23O23

A cluster of 23 separate species, C69H161N23O23 in total in a non-equilibrium geometry (wB97M-V/def2-TZVPD, the Open Molecules 2025 dataset).

Results
**DFT total energy**: -155538.9453 eV
**Maximum force**: 5.84 eV/Å
**HOMO level**: -8.27 eV
**Total charge**: 0
**Energy relative to the best compared isomer or geometry (same formula, charge and spin)**: 78.9 kcal/mol

Last columns: bonded neighbours and bond lengths (Å).
Positions of all 276 atoms, in Å:
1 C 1.797 -1.690 -4.069  C2 1.539, H6 1.090, H7 1.090, H8 1.090
2 C 0.396 -2.083 -4.568  C1 1.539, O3 1.264, N4 1.321
3 O 0.098 -2.183 -5.793  C2 1.264
4 N -0.513 -2.206 -3.618  C2 1.321, C5 1.453, H9 1.010
5 C -1.850 -2.704 -3.895  N4 1.453, H10 1.090, H11 1.090, H12 1.090
6 H 1.913 -1.861 -2.999  C1 1.090
7 H 2.009 -0.664 -4.371  C1 1.090
8 H 2.560 -2.352 -4.481  C1 1.090
9 H -0.337 -1.997 -2.645  N4 1.010
10 H -2.353 -3.009 -2.978  C5 1.090
11 H -1.829 -3.562 -4.567  C5 1.090
12 H -2.358 -1.893 -4.417  C5 1.090
13 C 7.146 0.634 3.738  C14 1.509, H18 1.090, H19 1.090, H20 1.090
14 C 6.210 0.021 4.750  C13 1.509, O15 1.275, N16 1.301
15 O 6.246 0.470 5.943  C14 1.275
16 N 5.316 -0.826 4.331  C14 1.301, C17 1.432, H21 1.010
17 C 4.309 -1.456 5.130  N16 1.432, H22 1.090, H23 1.090, H24 1.090
18 H 7.895 -0.135 3.546  C13 1.090
19 H 7.523 1.442 4.365  C13 1.090
20 H 6.759 1.044 2.805  C13 1.090
21 H 5.195 -0.961 3.338  N16 1.010
22 H 3.310 -1.075 4.919  C17 1.090
23 H 4.414 -1.426 6.215  C17 1.090
24 H 4.395 -2.529 4.955  C17 1.090
25 C 4.008 5.635 -1.926  C26 1.519, H30 1.090, H31 1.090, H32 1.090
26 C 3.429 6.937 -2.451  C25 1.519, O27 1.220, N28 1.336
27 O 2.701 7.656 -1.787  C26 1.220
28 N 3.818 7.339 -3.664  C26 1.336, C29 1.468, H33 1.010
29 C 3.258 8.565 -4.245  N28 1.468, H34 1.090, H35 1.090, H36 1.090
30 H 4.127 4.864 -2.686  C25 1.090
31 H 3.284 5.271 -1.197  C25 1.090
32 H 4.920 5.868 -1.375  C25 1.090
33 H 4.590 6.863 -4.108  N28 1.010
34 H 2.678 8.221 -5.102  C29 1.090
35 H 3.988 9.190 -4.760  C29 1.090
36 H 2.568 9.214 -3.706  C29 1.090
37 C -2.495 2.615 4.778  C38 1.508, H42 1.090, H43 1.090, H44 1.090
38 C -3.789 3.388 4.754  C37 1.508, O39 1.186, N40 1.366
39 O -3.681 4.544 4.994  C38 1.186
40 N -4.977 2.752 4.529  C38 1.366, C41 1.421, H45 1.010
41 C -6.238 3.380 4.715  N40 1.421, H46 1.090, H47 1.090, H48 1.090
42 H -2.116 2.444 5.786  C37 1.090
43 H -1.695 2.994 4.142  C37 1.090
44 H -2.764 1.611 4.451  C37 1.090
45 H -4.976 1.748 4.422  N40 1.010
46 H -7.063 2.673 4.629  C41 1.090
47 H -6.333 4.192 3.994  C41 1.090
48 H -6.207 3.865 5.691  C41 1.090
49 C 6.184 -3.462 -1.013  C50 1.513, H54 1.090, H55 1.090, H56 1.090
50 C 4.903 -4.006 -1.607  C49 1.513, O51 1.223, N52 1.325
51 O 4.223 -3.357 -2.389  C50 1.223
52 N 4.401 -5.154 -1.177  C50 1.325, C53 1.490, H57 1.010
53 C 4.952 -5.950 -0.045  N52 1.490, H58 1.090, H59 1.090, H60 1.090
54 H 6.781 -3.110 -1.854  C49 1.090
55 H 6.739 -4.120 -0.344  C49 1.090
56 H 6.003 -2.560 -0.429  C49 1.090
57 H 3.468 -5.348 -1.514  N52 1.010
58 H 5.793 -6.593 -0.305  C53 1.090
59 H 4.133 -6.597 0.267  C53 1.090
60 H 5.250 -5.460 0.882  C53 1.090
61 C -5.089 -4.064 -2.021  C62 1.522, H66 1.090, H67 1.090, H68 1.090
62 C -4.769 -4.956 -3.212  C61 1.522, O63 1.243, N64 1.361
63 O -4.121 -5.993 -2.989  C62 1.243
64 N -5.340 -4.595 -4.393  C62 1.361, C65 1.445, H69 1.010
65 C -5.385 -5.504 -5.517  N64 1.445, H70 1.090, H71 1.090, H72 1.090
66 H -5.451 -4.714 -1.225  C61 1.090
67 H -5.884 -3.345 -2.219  C61 1.090
68 H -4.195 -3.505 -1.744  C61 1.090
69 H -5.896 -3.759 -4.501  N64 1.010
70 H -4.541 -6.179 -5.376  C65 1.090
71 H -5.270 -4.861 -6.390  C65 1.090
72 H -6.296 -6.102 -5.498  C65 1.090
73 C -3.090 -1.403 -7.557  C74 1.534, H78 1.090, H79 1.090, H80 1.090
74 C -3.211 -0.163 -6.661  C73 1.534, O75 1.195, N76 1.308
75 O -4.200 0.507 -6.633  C74 1.195
76 N -2.134 0.096 -5.965  C74 1.308, C77 1.466, H81 1.010
77 C -1.978 1.237 -5.058  N76 1.466, H82 1.090, H83 1.090, H84 1.090
78 H -3.624 -2.235 -7.098  C73 1.090
79 H -2.031 -1.654 -7.620  C73 1.090
80 H -3.418 -1.182 -8.572  C73 1.090
81 H -1.359 -0.550 -5.979  N76 1.010
82 H -2.655 2.075 -5.226  C77 1.090
83 H -0.945 1.586 -5.068  C77 1.090
84 H -2.142 0.860 -4.049  C77 1.090
85 C -3.220 8.370 -1.183  C86 1.504, H90 1.090, H91 1.090, H92 1.090
86 C -2.013 7.583 -0.751  C85 1.504, O87 1.221, N88 1.271
87 O -2.070 6.875 0.242  C86 1.221
88 N -0.933 7.639 -1.419  C86 1.271, C89 1.533, H93 1.010
89 C -0.478 8.638 -2.490  N88 1.533, H94 1.090, H95 1.090, H96 1.090
90 H -3.155 9.375 -0.765  C85 1.090
91 H -4.049 7.886 -0.666  C85 1.090
92 H -3.359 8.384 -2.264  C85 1.090
93 H -0.259 6.937 -1.148  N88 1.010
94 H 0.147 8.062 -3.172  C89 1.090
95 H -0.001 9.500 -2.022  C89 1.090
96 H -1.314 9.041 -3.061  C89 1.090
97 C -1.983 -4.630 0.708  C98 1.556, H102 1.090, H103 1.090, H104 1.090
98 C -1.138 -4.650 2.015  C97 1.556, O99 1.238, N100 1.319
99 O 0.048 -5.003 1.991  C98 1.238
100 N -1.803 -4.321 3.105  C98 1.319, C101 1.409, H105 1.010
101 C -1.290 -4.297 4.417  N100 1.409, H106 1.090, H107 1.090, H108 1.090
102 H -1.368 -3.977 0.088  C97 1.090
103 H -2.864 -4.037 0.954  C97 1.090
104 H -2.289 -5.541 0.194  C97 1.090
105 H -2.802 -4.258 2.970  N100 1.010
106 H -0.880 -5.253 4.743  C101 1.090
107 H -2.086 -3.930 5.066  C101 1.090
108 H -0.516 -3.531 4.461  C101 1.090
109 C -3.230 3.433 1.122  C110 1.520, H114 1.090, H115 1.090, H116 1.090
110 C -1.736 3.152 1.131  C109 1.520, O111 1.236, N112 1.321
111 O -1.251 2.119 1.608  C110 1.236
112 N -1.017 4.183 0.724  C110 1.321, C113 1.441, H117 1.010
113 C 0.410 4.084 0.550  N112 1.441, H118 1.090, H119 1.090, H120 1.090
114 H -3.471 4.303 1.732  C109 1.090
115 H -3.712 2.594 1.624  C109 1.090
116 H -3.553 3.706 0.117  C109 1.090
117 H -1.465 5.043 0.442  N112 1.010
118 H 0.752 5.119 0.578  C113 1.090
119 H 0.712 3.593 -0.375  C113 1.090
120 H 0.823 3.636 1.454  C113 1.090
121 C 2.301 -5.054 4.680  C122 1.497, H126 1.090, H127 1.090, H128 1.090
122 C 3.219 -5.011 5.862  C121 1.497, O123 1.224, N124 1.351
123 O 4.147 -5.805 5.939  C122 1.224
124 N 2.953 -4.098 6.821  C122 1.351, C125 1.417, H129 1.010
125 C 3.637 -3.945 8.053  N124 1.417, H130 1.090, H131 1.090, H132 1.090
126 H 2.367 -4.178 4.035  C121 1.090
127 H 1.272 -4.981 5.034  C121 1.090
128 H 2.462 -6.030 4.222  C121 1.090
129 H 2.148 -3.494 6.734  N124 1.010
130 H 4.183 -3.013 8.196  C125 1.090
131 H 4.339 -4.773 8.146  C125 1.090
132 H 2.985 -4.109 8.911  C125 1.090
133 C -6.714 -4.340 1.362  C134 1.558, H138 1.090, H139 1.090, H140 1.090
134 C -5.464 -5.075 1.932  C133 1.558, O135 1.233, N136 1.355
135 O -4.689 -4.492 2.693  C134 1.233
136 N -5.303 -6.375 1.584  C134 1.355, C137 1.428, H141 1.010
137 C -4.258 -7.246 2.019  N136 1.428, H142 1.090, H143 1.090, H144 1.090
138 H -7.426 -5.058 0.954  C133 1.090
139 H -6.426 -3.691 0.535  C133 1.090
140 H -7.239 -3.723 2.091  C133 1.090
141 H -5.845 -6.780 0.834  N136 1.010
142 H -3.561 -7.351 1.187  C137 1.090
143 H -4.812 -8.145 2.286  C137 1.090
144 H -3.704 -6.834 2.863  C137 1.090
145 C 4.104 -0.012 -0.778  C146 1.582, H150 1.090, H151 1.090, H152 1.090
146 C 4.023 -0.891 0.534  C145 1.582, O147 1.258, N148 1.327
147 O 4.763 -0.563 1.497  C146 1.258
148 N 3.195 -1.928 0.577  C146 1.327, C149 1.390, H153 1.010
149 C 3.127 -2.783 1.670  N148 1.390, H154 1.090, H155 1.090, H156 1.090
150 H 3.688 -0.493 -1.663  C145 1.090
151 H 5.114 0.301 -1.043  C145 1.090
152 H 3.672 0.987 -0.727  C145 1.090
153 H 2.758 -2.097 -0.318  N148 1.010
154 H 3.658 -3.722 1.512  C149 1.090
155 H 2.091 -3.018 1.914  C149 1.090
156 H 3.539 -2.231 2.515  C149 1.090
157 C -0.028 1.834 -7.819  C158 1.504, H162 1.090, H163 1.090, H164 1.090
158 C 1.129 1.096 -7.202  C157 1.504, O159 1.207, N160 1.334
159 O 1.699 1.594 -6.262  C158 1.207
160 N 1.535 -0.054 -7.742  C158 1.334, C161 1.433, H165 1.010
161 C 0.951 -0.783 -8.829  N160 1.433, H166 1.090, H167 1.090, H168 1.090
162 H -0.278 2.787 -7.353  C157 1.090
163 H -0.920 1.212 -7.889  C157 1.090
164 H 0.298 1.995 -8.846  C157 1.090
165 H 2.395 -0.448 -7.389  N160 1.010
166 H 0.753 -1.837 -8.633  C161 1.090
167 H 1.691 -0.714 -9.627  C161 1.090
168 H 0.008 -0.348 -9.161  C161 1.090
169 C 3.956 6.403 1.750  C170 1.529, H174 1.090, H175 1.090, H176 1.090
170 C 3.521 5.113 2.448  C169 1.529, O171 1.230, N172 1.305
171 O 2.469 5.075 3.083  C170 1.230
172 N 4.077 3.966 2.170  C170 1.305, C173 1.407, H177 1.010
173 C 5.353 3.723 1.630  N172 1.407, H178 1.090, H179 1.090, H180 1.090
174 H 4.580 7.086 2.326  C169 1.090
175 H 3.104 7.040 1.513  C169 1.090
176 H 4.431 6.164 0.799  C169 1.090
177 H 3.505 3.176 2.433  N172 1.010
178 H 6.204 4.212 2.104  C173 1.090
179 H 5.387 4.098 0.607  C173 1.090
180 H 5.553 2.653 1.585  C173 1.090
181 C -3.376 0.529 -1.298  C182 1.468, H186 1.090, H187 1.090, H188 1.090
182 C -4.683 -0.085 -1.036  C181 1.468, O183 1.173, N184 1.338
183 O -4.750 -1.212 -0.716  C182 1.173
184 N -5.727 0.721 -1.263  C182 1.338, C185 1.479, H189 1.010
185 C -7.140 0.317 -1.096  N184 1.479, H190 1.090, H191 1.090, H192 1.090
186 H -2.875 0.555 -0.330  C181 1.090
187 H -3.431 1.559 -1.652  C181 1.090
188 H -2.839 -0.004 -2.083  C181 1.090
189 H -5.570 1.716 -1.338  N184 1.010
190 H -7.253 -0.764 -1.016  C185 1.090
191 H -7.746 0.709 -1.914  C185 1.090
192 H -7.580 0.639 -0.152  C185 1.090
193 C -3.862 -0.909 2.579  C194 1.515, H198 1.090, H199 1.090, H200 1.090
194 C -5.279 -0.523 2.949  C193 1.515, O195 1.226, N196 1.344
195 O -5.480 -0.044 4.060  C194 1.226
196 N -6.208 -0.699 1.994  C194 1.344, C197 1.424, H201 1.010
197 C -7.582 -0.372 2.179  N196 1.424, H202 1.090, H203 1.090, H204 1.090
198 H -3.285 -1.127 3.478  C193 1.090
199 H -3.370 -0.071 2.086  C193 1.090
200 H -3.873 -1.789 1.937  C193 1.090
201 H -5.871 -1.013 1.095  N196 1.010
202 H -7.728 0.707 2.131  C197 1.090
203 H -7.928 -0.753 3.140  C197 1.090
204 H -8.262 -0.864 1.482  C197 1.090
205 C 0.847 -8.296 -0.188  C206 1.502, H210 1.090, H211 1.090, H212 1.090
206 C 1.090 -7.140 -1.115  C205 1.502, O207 1.226, N208 1.346
207 O 1.608 -7.430 -2.189  C206 1.226
208 N 0.741 -5.885 -0.774  C206 1.346, C209 1.442, H213 1.010
209 C 0.877 -4.702 -1.587  N208 1.442, H214 1.090, H215 1.090, H216 1.090
210 H 0.118 -8.953 -0.662  C205 1.090
211 H 0.442 -8.019 0.786  C205 1.090
212 H 1.791 -8.688 0.190  C205 1.090
213 H 0.309 -5.834 0.138  N208 1.010
214 H -0.114 -4.269 -1.723  C209 1.090
215 H 1.276 -4.794 -2.597  C209 1.090
216 H 1.507 -3.941 -1.126  C209 1.090
217 C -1.043 -0.915 5.858  C218 1.470, H222 1.090, H223 1.090, H224 1.090
218 C -0.018 -1.345 6.821  C217 1.470, O219 1.240, N220 1.310
219 O 0.987 -1.906 6.358  C218 1.240
220 N -0.268 -1.118 8.087  C218 1.310, C221 1.450, H225 1.010
221 C 0.552 -1.410 9.246  N220 1.450, H226 1.090, H227 1.090, H228 1.090
222 H -1.219 0.154 5.970  C217 1.090
223 H -1.939 -1.527 5.959  C217 1.090
224 H -0.633 -1.010 4.853  C217 1.090
225 H -1.186 -0.834 8.397  N220 1.010
226 H 0.483 -0.536 9.893  C221 1.090
227 H 1.595 -1.640 9.028  C221 1.090
228 H 0.209 -2.272 9.818  C221 1.090
229 C 1.036 4.777 6.785  C230 1.519, H234 1.090, H235 1.090, H236 1.090
230 C 1.094 3.386 6.177  C229 1.519, O231 1.248, N232 1.301
231 O 0.742 2.367 6.805  C230 1.248
232 N 1.552 3.311 4.961  C230 1.301, C233 1.448, H237 1.010
233 C 1.553 2.026 4.295  N232 1.448, H238 1.090, H239 1.090, H240 1.090
234 H 1.894 5.312 6.378  C229 1.090
235 H 1.303 4.747 7.842  C229 1.090
236 H 0.148 5.397 6.664  C229 1.090
237 H 1.633 4.173 4.441  N232 1.010
238 H 2.245 1.901 3.463  C233 1.090
239 H 0.613 1.957 3.747  C233 1.090
240 H 1.567 1.144 4.936  C233 1.090
241 C -0.455 -1.165 1.189  C242 1.587, H246 1.090, H247 1.090, H248 1.090
242 C 0.036 -0.729 -0.255  C241 1.587, O243 1.232, N244 1.337
243 O 0.379 -1.609 -1.046  C242 1.232
244 N 0.116 0.591 -0.458  C242 1.337, C245 1.471, H249 1.010
245 C 0.473 1.200 -1.748  N244 1.471, H250 1.090, H251 1.090, H252 1.090
246 H 0.445 -1.393 1.760  C241 1.090
247 H -1.139 -2.014 1.189  C241 1.090
248 H -0.956 -0.284 1.589  C241 1.090
249 H -0.513 1.062 0.176  N244 1.010
250 H 0.307 0.521 -2.584  C245 1.090
251 H 1.539 1.425 -1.710  C245 1.090
252 H -0.133 2.065 -2.017  C245 1.090
253 C 1.465 5.040 -4.883  C254 1.561, H258 1.090, H259 1.090, H260 1.090
254 C 0.512 4.711 -3.691  C253 1.561, O255 1.226, N256 1.343
255 O 0.795 4.804 -2.501  C254 1.226
256 N -0.748 4.454 -4.075  C254 1.343, C257 1.419, H261 1.010
257 C -1.881 4.369 -3.223  N256 1.419, H262 1.090, H263 1.090, H264 1.090
258 H 2.456 4.699 -4.584  C253 1.090
259 H 1.598 6.092 -5.138  C253 1.090
260 H 1.230 4.508 -5.805  C253 1.090
261 H -0.928 4.539 -5.065  N256 1.010
262 H -2.218 3.350 -3.037  C257 1.090
263 H -2.692 4.968 -3.636  C257 1.090
264 H -1.638 4.726 -2.222  C257 1.090
265 C 5.741 -1.245 -4.502  C266 1.533, H270 1.090, H271 1.090, H272 1.090
266 C 5.677 0.273 -4.305  C265 1.533, O267 1.221, N268 1.342
267 O 6.379 0.793 -3.453  C266 1.221
268 N 4.785 0.958 -5.037  C266 1.342, C269 1.504, H273 1.010
269 C 4.517 2.418 -4.799  N268 1.504, H274 1.090, H275 1.090, H276 1.090
270 H 4.765 -1.720 -4.403  C265 1.090
271 H 6.475 -1.845 -3.963  C265 1.090
272 H 6.040 -1.353 -5.544  C265 1.090
273 H 4.195 0.459 -5.687  N268 1.010
274 H 5.082 2.729 -3.920  C269 1.090
275 H 3.450 2.580 -4.643  C269 1.090
276 H 4.800 3.089 -5.610  C269 1.090